The following is a quantum chemistry calculation of a molecular structure, C21H55BNO5Rb at a distorted geometry, from the Open Molecules 2025 dataset.

```
84
Properties=species:S:1:pos:R:3:forces:R:3
Rb -1.968664 -5.027172 4.510772 -0.058 0.649 -0.402
B -2.175823 -1.255128 2.350177 -0.041 -0.202 0.028
H -1.235858 -1.782599 2.399985 3.778 -2.628 0.332
H -1.900854 -0.213882 2.283465 0.908 4.243 -0.161
H -2.757137 -1.531377 1.484152 -2.139 -1.224 -3.776
H -2.844892 -1.419121 3.180643 -2.509 -0.753 3.806
C 5.243858 -1.680778 -1.941781 -0.364 0.887 -0.067
C 5.526522 -0.303727 -1.258944 -0.779 -0.067 1.568
C 6.985376 -0.362215 -0.761832 -0.211 1.220 -0.225
C 7.569156 1.031248 -0.344988 -0.652 -0.395 0.167
C 7.305832 2.123559 -1.371645 0.118 -1.493 -0.771
C 5.835529 2.129939 -1.917889 1.121 2.570 1.192
N 5.347523 0.814900 -2.242034 2.550 -1.434 -0.200
O 4.068238 0.928971 -2.728367 -0.685 -0.386 0.275
C 4.963371 2.856294 -0.877738 -0.082 -0.757 1.407
C 5.948206 3.101100 -3.104951 -0.022 -0.515 -1.393
C 4.575436 -0.241783 0.101981 0.271 -0.481 -1.483
H 4.201439 -1.701659 -2.259616 0.052 -0.099 -0.227
H 5.401232 -2.543048 -1.293845 0.037 0.293 0.429
H 5.907886 -1.841604 -2.791071 -0.134 0.298 -0.187
H 6.967711 -1.077417 0.060522 0.285 0.094 0.117
H 7.555268 -0.810930 -1.575461 0.361 0.179 0.005
H 8.630660 0.969914 -0.105114 0.083 -0.146 -0.174
H 7.109579 1.413711 0.566383 -0.217 -0.487 0.352
H 7.946233 1.951283 -2.236698 0.075 -0.180 -0.199
H 7.660348 3.078315 -0.983244 -0.609 0.213 0.061
H 5.232322 3.905446 -0.755038 -0.346 0.014 -0.406
H 3.890631 2.684856 -0.966940 -0.145 0.713 -0.584
H 5.103014 2.428133 0.114872 0.444 -0.118 0.183
H 6.655711 2.725573 -3.844217 0.124 -0.313 -0.017
H 5.047537 3.280419 -3.692077 -0.343 -0.095 0.418
H 6.358421 4.071657 -2.825944 -0.167 -0.064 0.456
H 4.948494 0.315493 0.961268 0.305 0.165 -0.333
H 4.433101 -1.272990 0.425171 0.293 -0.108 0.064
H 3.545533 0.067090 -0.076926 -0.004 0.358 -0.288
H 3.644380 1.216685 -1.916473 -1.379 0.133 -0.144
C -0.400997 4.010587 6.784340 -0.872 1.190 -0.738
C -0.517735 3.198930 5.477660 0.872 0.690 -0.557
C 0.695866 3.493298 4.560210 0.469 -0.999 -0.084
O -0.688164 1.819198 5.710207 0.441 -0.432 0.799
H -1.422410 4.294182 7.038097 -0.027 -0.545 0.931
H -0.016343 5.003808 6.552684 0.236 0.071 -0.537
H 0.236901 3.754529 7.630286 -0.347 -1.005 -0.187
H -1.420713 3.485303 4.938469 -0.077 0.711 0.182
H 1.207177 4.448839 4.676912 -0.483 0.191 0.157
H 0.502083 3.338513 3.498798 -0.354 0.113 -0.033
H 1.454291 2.742078 4.780547 0.137 -0.110 0.224
H -1.063493 1.390216 4.937733 -0.023 0.030 -0.226
C -1.863768 3.672887 -2.577974 0.724 1.186 -0.588
C -2.416191 2.594485 -1.714396 -2.132 -1.512 -0.467
C -3.543291 1.835142 -2.460422 0.073 0.959 -0.658
O -1.441389 1.601997 -1.477100 1.172 0.445 0.335
H -2.575376 4.306308 -3.107570 -0.698 -0.395 0.212
H -1.251611 3.267773 -3.383729 0.278 -0.179 0.211
H -1.305993 4.425157 -2.020233 0.493 -0.334 0.149
H -2.852881 2.995440 -0.799711 0.311 0.134 0.305
H -4.114830 1.128022 -1.859247 0.321 -0.084 0.079
H -3.042231 1.361798 -3.304805 -0.101 -0.469 0.100
H -4.246465 2.521041 -2.932844 -0.252 0.183 0.225
H -1.737181 0.983362 -0.805233 -0.169 0.004 0.193
C -1.295963 -4.565839 -2.484917 1.014 -0.650 0.218
C -2.630988 -5.167066 -2.202543 -0.858 -1.630 0.452
C -2.759140 -6.703062 -2.447791 0.300 1.039 -0.444
O -2.939342 -5.043418 -0.813535 -0.304 0.167 0.070
H -0.880441 -4.891526 -3.438527 -0.336 0.544 -0.390
H -0.561107 -4.967775 -1.787388 -0.021 0.082 0.389
H -1.346478 -3.486221 -2.343616 0.215 0.020 -0.366
H -3.349496 -4.659057 -2.845791 -0.472 0.103 0.177
H -2.016201 -7.215474 -1.836579 0.173 -0.092 -0.280
H -2.638847 -6.865918 -3.518821 0.425 -0.319 0.010
H -3.728469 -7.140297 -2.208366 -0.137 0.510 0.269
H -2.787259 -4.143074 -0.517130 0.023 0.297 0.016
C -8.543047 -2.658547 -0.414110 -0.271 -2.429 0.105
C -8.208538 -1.844488 0.792025 0.262 1.928 1.329
C -9.294790 -1.563735 1.875063 -0.464 0.002 -1.926
O -7.187455 -2.352098 1.645279 0.603 -0.790 -0.204
H -8.242900 -3.674082 -0.155847 -0.186 -0.412 -0.084
H -7.977582 -2.454033 -1.323249 -0.001 0.534 0.165
H -9.603888 -2.724443 -0.655753 -0.053 0.331 0.038
H -7.901131 -0.935744 0.274553 0.296 0.849 0.978
H -10.036022 -0.917186 1.405335 -0.362 -0.001 0.187
H -8.915738 -1.061576 2.765169 0.270 -0.192 -0.287
H -9.774803 -2.507868 2.132548 -0.004 0.013 0.200
H -6.280950 -2.159519 1.394752 -0.021 0.170 -0.470
```
Positions in Å, forces in eV/Å.

Properties
Energy relative to the best compared isomer or geometry (same formula, charge and spin): 0.0000 eV
Kohn-Sham gap: 6.5 eV

The following is a quantum chemistry calculation of 4 unconnected molecules or ions with the total composition C12H16O12 at a distorted geometry, from the Open Molecules 2025 dataset.

```
40
Properties=species:S:1:pos:R:3:forces:R:3
O 3.046156 0.944855 1.680030 0.241 -0.191 0.977
C 3.062870 -0.041160 2.365596 -1.742 0.517 0.443
O 2.496952 -0.119034 3.648855 0.898 0.929 -1.214
C 2.674628 -1.398363 4.223910 0.289 -0.696 -0.216
C 3.241772 -2.217026 3.029034 -0.265 0.127 -0.740
O 3.442847 -1.219371 1.921814 0.400 -1.619 1.965
H 3.317676 -1.351132 5.129187 -0.044 0.121 -0.785
H 1.707647 -1.809045 4.552511 0.225 0.308 -0.357
H 2.484619 -2.906389 2.651247 0.134 0.092 0.044
H 4.172776 -2.769610 3.202353 -0.147 0.475 -0.044
O 0.008283 -1.645346 2.588221 -0.017 -0.773 -0.202
C -0.651164 -1.870714 1.603659 1.511 1.537 2.090
O -1.860224 -2.397342 1.642954 -0.929 0.020 -0.884
C -2.540380 -2.041677 0.415352 1.611 -2.672 -2.072
C -1.287765 -1.704116 -0.537083 -0.645 -0.584 0.421
O -0.238510 -1.465553 0.409975 -0.587 0.492 -0.539
H -2.981893 -3.019113 -0.024982 0.157 1.899 0.981
H -3.239626 -1.254256 0.602851 -0.367 0.403 -0.045
H -1.408133 -0.860763 -1.246574 0.129 -0.500 0.658
H -0.921544 -2.610467 -1.036178 -0.714 0.260 -0.419
O -2.482987 1.879428 -0.789994 -2.657 0.225 -0.463
C -1.476424 1.793548 -0.202705 3.763 -0.950 -1.139
O -1.228217 1.720730 1.069331 0.045 0.430 2.340
C 0.183355 2.028183 1.345744 -0.325 0.684 -0.859
C 0.833436 1.709065 -0.008939 -0.517 -0.947 0.974
O -0.292588 1.616276 -0.905413 0.277 0.526 0.281
H 0.248867 3.106207 1.574381 -0.202 -0.418 -0.114
H 0.592675 1.494765 2.190000 -0.405 -0.521 0.049
H 1.452645 0.815100 0.031654 -0.623 -0.343 -0.278
H 1.509081 2.475585 -0.257399 0.516 1.191 -0.813
O 1.240161 0.885314 -4.645067 -1.244 -0.829 -0.245
C 0.056332 1.003250 -4.500756 -0.032 2.122 1.021
O -0.549310 2.232513 -4.567771 -0.656 -0.170 -0.384
C -1.945928 2.163348 -4.162813 0.327 -0.662 -0.651
C -2.102969 0.683084 -3.704104 0.731 1.276 -0.362
O -0.868830 0.124566 -4.099247 1.409 -1.825 -0.179
H -2.038135 2.867135 -3.356268 -0.331 0.165 0.349
H -2.636025 2.415804 -4.993725 0.666 -0.027 0.327
H -2.845357 0.095809 -4.211912 -0.649 0.093 -0.066
H -2.176758 0.645923 -2.627749 -0.229 -0.166 0.152
```
Positions in Å, forces in eV/Å.

Properties
Energy relative to the best compared isomer or geometry (same formula, charge and spin): 0.8799 eV
Kohn-Sham gap: 11.3 eV

The following is a quantum chemistry calculation of a molecular structure, H17O9 at a distorted geometry, from the Open Molecules 2025 dataset.

```
26
Properties=species:S:1:pos:R:3:forces:R:3
O 1.540490 1.428515 0.367227 1.288 -0.469 0.708
H -0.974188 -2.502453 -0.184624 -1.054 0.340 -0.131
H 1.070709 0.129366 -1.078156 0.706 -0.357 0.195
O 0.780245 3.574272 1.770592 -0.443 -0.383 0.364
H 1.104967 2.717783 1.402672 -0.197 0.195 -0.184
O -3.981578 0.792740 -0.463005 -0.286 0.284 0.790
H -3.203488 0.624677 0.077634 0.105 -0.001 -0.065
H -2.137920 -3.018490 0.585387 0.005 -0.210 0.063
O 0.202630 -3.720101 0.885099 1.580 0.809 0.613
H 1.759168 2.835794 -2.001052 0.257 0.668 -0.032
H 0.483690 -3.522309 -0.019455 -0.124 -0.521 0.049
O 1.234115 -0.342098 -1.913026 -1.037 0.322 -0.799
H 1.809935 0.437020 1.045002 -1.407 0.389 -0.127
H 0.576151 -2.923362 1.329967 -0.231 -0.574 0.008
O 1.201381 2.627965 -2.757268 0.148 -0.230 0.594
H -3.712630 0.508130 -1.324863 0.265 -0.305 -0.765
H 0.906929 1.785391 -2.386392 -0.375 -0.442 -0.658
O -1.843491 -2.920141 -0.320572 -0.710 -0.251 -0.862
H 1.983093 -0.927358 -1.893642 0.364 0.087 0.650
H -0.127625 3.297017 1.965048 0.174 0.437 0.007
O -0.778446 -0.727856 0.462001 0.971 0.453 -0.445
H -1.473738 -0.616165 1.110779 0.369 -0.005 0.353
H 0.158529 -0.631592 0.889049 -1.549 0.065 0.540
O 1.429987 -0.618792 1.673807 0.458 -0.061 -3.729
H 1.639110 -0.590295 2.552980 0.675 0.180 3.375
H 2.297157 2.027496 0.467151 0.049 -0.422 -0.510
```
Positions in Å, forces in eV/Å.

Properties
Energy relative to the best compared isomer or geometry (same formula, charge and spin): 1.8691 eV
Kohn-Sham gap: 9.8 eV
Total charge: -1

The following is a quantum chemistry calculation of 8 unconnected molecules or ions with the total composition C16H53N4O9 at a distorted geometry, from the Open Molecules 2025 dataset.

```
82
Properties=species:S:1:pos:R:3:forces:R:3
N -0.224140 0.520642 -0.018058 -1.441 0.308 0.415
H 0.290720 1.243332 -0.500478 0.507 0.171 -0.738
H -0.573160 0.936862 0.833442 -0.339 0.512 0.808
H 0.307810 -0.263528 0.331502 1.358 -0.645 -0.256
H -1.070360 0.221862 -0.481468 -0.272 -0.053 -0.710
C 4.199450 3.633162 0.088552 -1.510 -0.393 -0.468
C 3.962830 3.339872 1.550022 -0.283 1.496 0.551
C 2.827480 2.349232 1.838782 0.130 0.348 0.529
O 2.662240 2.012212 3.236622 0.896 0.122 0.471
C 2.591800 3.085842 4.232952 -0.135 -0.110 -1.464
N 5.221510 2.944092 2.089942 0.961 -1.587 1.319
H 5.110860 4.182042 -0.148418 -0.192 0.044 0.326
H 3.307530 4.142832 -0.275868 0.130 0.451 -0.371
H 4.213680 2.684162 -0.447438 0.333 -0.141 -0.099
H 3.696280 4.240762 2.102702 -0.520 0.608 -0.462
H 3.038700 1.471632 1.227812 -0.009 -0.654 0.643
H 1.835940 2.676952 1.526452 0.081 0.667 -0.478
H 1.657440 3.631582 4.101592 -0.376 -0.156 0.253
H 3.343280 3.867722 4.123222 0.437 -0.305 -0.155
H 2.692730 2.665982 5.233772 -0.190 -0.259 -0.310
H 5.046490 2.435712 2.944942 0.069 -0.565 0.185
H 5.754150 3.726752 2.441852 0.091 0.378 -0.460
C 2.281000 -2.353558 -1.180628 -1.489 -1.075 1.332
C 1.130550 -2.545538 -0.119998 0.651 0.471 -0.974
C 0.932560 -3.938068 0.484242 0.396 -0.922 -1.809
O 1.014040 -4.949438 -0.592378 0.089 0.881 1.601
C 0.643780 -6.224998 -0.062088 -0.303 0.372 -0.321
N 1.405660 -1.520798 0.894962 -0.409 -0.778 0.629
H 2.327430 -1.313418 -1.503218 -0.157 -0.171 -0.105
H 2.079320 -3.066028 -1.980518 0.564 0.231 -0.132
H 3.182580 -2.579958 -0.611428 0.333 -0.175 -0.467
H 0.147050 -2.346538 -0.545708 0.020 0.447 -0.436
H -0.069470 -3.958568 0.912742 -0.194 -0.152 0.152
H 1.642730 -4.163148 1.279922 0.339 -0.111 0.001
H 0.887500 -7.029518 -0.755958 0.294 0.305 -0.104
H -0.440290 -6.243008 0.050012 -0.175 -0.102 0.320
H 1.131920 -6.402708 0.896162 0.029 -0.117 0.063
H 2.272150 -1.801518 1.331422 0.633 0.406 -0.035
H 0.756650 -1.682928 1.651672 -0.450 -0.001 0.424
C 0.194490 -1.651018 -3.752288 -0.859 0.556 0.409
C -0.855410 -1.100898 -4.758408 0.035 -0.352 1.387
C -1.775030 0.154652 -4.313508 2.540 -1.084 0.264
O -2.439830 0.048612 -3.090868 -0.041 -0.133 0.247
C -3.507420 -0.840928 -3.021498 -0.985 0.481 0.381
N -0.110780 -0.790928 -5.944088 -0.153 1.077 -0.816
H -0.221690 -2.246758 -2.939888 -0.281 -0.017 -0.051
H 0.710530 -0.822658 -3.266868 0.217 0.163 -0.075
H 0.928620 -2.281008 -4.254548 -0.118 0.122 -0.191
H -1.479380 -1.949118 -5.039968 -0.500 0.069 0.194
H -2.335210 0.414782 -5.211638 -0.837 0.004 0.218
H -1.143120 1.004412 -4.055278 0.572 0.041 -0.727
H -3.226790 -1.883488 -2.871758 0.101 -0.124 -0.421
H -4.185040 -0.653198 -3.854378 0.003 -0.588 -0.343
H -4.087590 -0.528058 -2.153388 -0.024 -0.125 0.264
H 0.717350 -0.258138 -5.719498 0.404 -0.052 0.261
H -0.669610 -0.098178 -6.421478 -0.092 0.006 -0.900
O -2.775620 -0.954178 0.553642 0.043 0.030 -0.137
H -3.431640 -1.585768 0.258742 -0.242 -0.200 -0.218
H -2.322500 -1.396328 1.271572 0.339 -0.272 0.513
O 0.923160 2.719542 -1.230978 -0.062 -0.057 0.006
H 0.736360 3.535992 -0.767578 -0.150 0.295 0.156
H 1.609220 2.950592 -1.857208 0.266 -0.061 -0.246
C -5.381830 2.128472 -0.086428 1.004 -0.307 -1.248
C -3.909820 2.329642 -0.559198 -1.464 0.800 0.453
O -3.020430 1.736062 0.320442 1.323 -0.220 1.230
O -5.603970 2.597462 1.208852 0.038 -0.363 0.347
H -5.485780 1.047372 -0.178658 -0.557 -0.412 0.305
H -6.137270 2.567952 -0.737788 0.309 0.196 -0.201
H -3.672740 3.386522 -0.437148 -0.055 0.160 -0.808
H -3.754000 1.907502 -1.551988 -0.194 0.431 -0.371
H -3.261280 0.856262 0.619692 -0.223 -0.329 -0.293
H -5.320960 1.870132 1.767862 -0.007 0.323 0.506
C -0.267750 0.112782 3.610542 -1.135 -0.907 1.026
C -1.048230 -1.245888 3.872052 1.313 0.921 0.672
O -0.798820 -2.183028 2.873912 -0.061 -0.415 -2.464
O -0.815580 1.004032 2.663342 -0.488 -0.174 -0.859
H 0.760420 -0.125838 3.338462 0.088 0.068 0.243
H -0.352060 0.656562 4.551442 0.643 -0.407 0.341
H -2.121010 -1.152728 4.041072 0.024 0.410 0.164
H -0.527370 -1.691758 4.719402 -0.408 0.649 0.813
H -0.846280 -3.095348 3.168922 -0.126 0.093 0.316
H -0.906740 1.875882 3.054722 -0.100 -0.040 -0.013
```
Positions in Å, forces in eV/Å.

Properties
Kohn-Sham gap: 8.9 eV
Total charge: +1

Q: Which value of Kohn-Sham gap does entry 2 give?
A: 11.3 eV